Record 1
{
  "formula": "C9H17INS",
  "method": "wB97M-V/def2-TZVPD",
  "total_charge": 1,
  "mol_weight_g_mol": 298.21,
  "lumo_ev": -3.1,
  "homo_lumo_gap_ev": 8.999,
  "symbols": ["C", "C", "C", "C", "C", "C", "C", "C", "C", "N", "S", "I", "H", "H", "H", "H", "H", "H", "H", "H", "H", "H", "H", "H", "H", "H", "H", "H", "H"],
  "xyz": [[-0.6766, 0.2958, -0.4869], [0.4928, 0.9033, -0.7758], [0.8862, -1.1235, 0.7126], [-1.9495, 0.3543, -1.2679], [2.1010, 2.3315, -2.1743], [-1.0732, -0.1648, 1.8023], [-1.4357, -1.8154, 0.1441], [0.7169, 1.9633, -1.7538], [1.3957, -1.4897, 2.7375], [-0.5720, -0.7744, 0.5186], [1.8638, 0.2244, 0.1423], [3.0479, -2.8244, 2.7668], [1.1285, -2.1092, 0.2455], [-2.8872, 0.1927, -0.7243], [-2.1690, -0.1876, -2.1506], [-1.7584, 1.4079, -1.5755], [2.6429, 3.1159, -1.5666], [1.7524, 2.9128, -3.0720], [2.6571, 1.4423, -2.4223], [-1.5248, -0.8462, 2.5922], [-0.2801, 0.4853, 2.3174], [-2.0098, 0.4168, 1.6001], [-1.2437, -2.6681, 0.8099], [-2.5580, -1.7142, 0.2082], [-1.1348, -2.1585, -0.7674], [0.1876, 1.6211, -2.7292], [0.2305, 2.8510, -1.4123], [0.6316, -2.1622, 3.1985], [1.5379, -0.4801, 3.0829]],
  "forces_ev_per_angstrom": [[1.092, -0.730, -1.552], [-0.591, -1.620, 1.491], [0.633, -2.305, 2.832], [0.188, 2.877, 0.815], [-0.241, 2.180, -0.895], [-1.287, 1.330, 2.372], [-2.072, -3.681, 2.229], [-1.307, -0.693, -1.599], [-1.134, -1.373, -3.078], [0.424, 2.589, 2.555], [-0.100, 0.611, -0.138], [-0.054, 0.671, -0.207], [-0.312, 0.854, 0.288], [0.347, 0.840, 0.446], [0.973, -1.100, -1.051], [-1.591, -0.394, -0.220], [-0.501, -1.376, -0.217], [1.550, -0.546, 0.223], [0.603, 0.121, -0.263], [1.324, -0.125, -1.236], [-1.262, -0.891, -1.217], [1.142, -0.002, -0.374], [0.034, 0.169, 0.103], [1.482, 0.803, -0.096], [0.409, -0.804, -2.795], [0.563, 0.565, 1.616], [-0.680, 0.665, 0.171], [0.187, 1.377, -0.511], [0.182, -0.011, 0.309]]
}


Record 2
{
  "formula": "C7H11O2S2",
  "method": "wB97M-V/def2-TZVPD",
  "total_charge": -1,
  "mol_weight_g_mol": 191.30,
  "lumo_ev": 3.1,
  "homo_lumo_gap_ev": 6.389,
  "smiles": "CSC(=S)C(C)(C)/C=C(/[O-])O",
  "symbols": ["C", "S", "C", "S", "C", "C", "C", "C", "C", "O", "O", "H", "H", "H", "H", "H", "H", "H", "H", "H", "H", "H"],
  "xyz": [[1.8330, -2.6566, 0.5785], [1.6790, -0.8573, 0.9017], [0.2737, -0.4508, -0.3403], [0.1508, -1.5656, -1.6052], [-0.5290, 0.8172, -0.2096], [0.1572, 1.9069, 0.5920], [-1.0079, 1.3649, -1.6069], [-1.3771, 0.0087, 0.7929], [-2.3156, -1.0283, 0.7429], [-2.9063, -1.2790, 1.7525], [-2.5091, -1.5988, -0.4948], [2.4812, -2.8330, 1.3931], [2.2226, -2.6976, -0.4588], [0.8163, -2.9365, 0.5488], [-0.1779, 2.9630, 0.5247], [1.2400, 2.1071, 0.3784], [0.1571, 1.6573, 1.6791], [-1.4820, 2.3258, -1.4110], [-1.6527, 0.6101, -2.1609], [-0.1193, 1.5546, -2.2459], [-1.1624, 0.3479, 1.7362], [-1.6622, -1.7050, -0.9708]],
  "forces_ev_per_angstrom": [[0.295, 2.893, -1.755], [-1.194, 1.081, -1.043], [0.480, 0.066, 2.109], [0.105, 0.148, -0.642], [0.471, -0.422, -1.213], [1.843, 1.328, 1.271], [-0.001, -1.180, 0.352], [1.625, 0.638, -3.108], [0.948, 1.118, -2.495], [-1.908, -1.759, 1.263], [-1.740, -0.561, 1.423], [0.593, -1.382, 0.703], [0.176, -0.609, 0.921], [-0.839, -1.283, 0.538], [-0.877, -0.772, -0.240], [-0.593, -0.855, -0.298], [0.000, 0.213, -0.779], [-0.436, -0.099, -0.248], [0.629, 1.163, 0.850], [-0.383, -0.173, 0.433], [0.427, 0.271, 2.205], [0.379, 0.174, -0.246]]
}


Record 3
{
  "formula": "C31H19F8NO2PS3Sc",
  "method": "wB97M-V/def2-TZVPD",
  "total_charge": -2,
  "mol_weight_g_mol": 761.61,
  "lumo_ev": 4.3,
  "homo_lumo_gap_ev": 5.827,
  "symbols": ["Sc", "S", "C", "C", "C", "C", "C", "C", "S", "H", "H", "H", "H", "F", "C", "F", "F", "N", "P", "C", "C", "C", "C", "C", "C", "C", "C", "C", "C", "C", "C", "C", "C", "C", "C", "C", "C", "H", "H", "H", "H", "H", "H", "H", "H", "H", "H", "H", "H", "H", "H", "H", "O", "O", "F", "C", "C", "F", "C", "F", "C", "S", "C", "F", "C", "F"],
  "xyz": [[0.7355, -0.3005, -0.8375], [-1.9478, 2.8277, 1.7828], [-2.2446, 1.4891, 2.8078], [-3.4552, 1.3540, 3.5335], [-3.6816, 0.3258, 4.4193], [-2.7099, -0.6516, 4.6530], [-1.5262, -0.5751, 3.9422], [-1.3060, 0.4411, 3.0114], [0.1478, 0.2922, 2.0281], [-4.2139, 2.1110, 3.3705], [-4.6295, 0.2798, 4.9476], [-2.8783, -1.4507, 5.3648], [-0.7482, -1.3176, 4.0865], [1.1722, 1.5508, -2.5716], [-0.1655, 1.3230, -2.9230], [-0.7001, 1.3312, -1.5603], [-0.0811, -0.1464, -3.0364], [-0.5603, -1.8571, -0.3719], [-1.9796, -2.3850, -0.5344], [-2.3424, -3.2058, -2.1375], [-1.2473, -3.5758, -2.9099], [-1.4333, -4.1851, -4.1436], [-2.7169, -4.4215, -4.6154], [-3.8161, -4.0406, -3.8560], [-3.6276, -3.4311, -2.6242], [-3.3193, -1.1530, -0.3905], [-3.3736, -0.1660, -1.3764], [-4.2115, 0.9249, -1.2316], [-5.0025, 1.0475, -0.0958], [-4.9583, 0.0723, 0.8866], [-4.1211, -1.0260, 0.7390], [-2.4626, -3.6498, 0.7080], [-3.1961, -4.8025, 0.4453], [-3.4980, -5.6958, 1.4667], [-3.0749, -5.4401, 2.7625], [-2.3381, -4.2940, 3.0336], [-2.0245, -3.4146, 2.0102], [-0.2566, -3.3477, -2.5316], [-0.5744, -4.4592, -4.7445], [-2.8628, -4.8864, -5.5838], [-4.8194, -4.2048, -4.2321], [-4.4841, -3.1078, -2.0421], [-2.7192, -0.2303, -2.2384], [-4.2097, 1.7032, -1.9844], [-5.6235, 1.9248, 0.0400], [-5.5410, 0.1837, 1.7930], [-4.0619, -1.7600, 1.5349], [-3.5321, -5.0128, -0.5629], [-4.0643, -6.5942, 1.2470], [-3.3149, -6.1349, 3.5595], [-2.0057, -4.0802, 4.0423], [-1.4311, -2.5303, 2.2082], [2.4327, -0.2457, 0.0891], [2.5172, -0.9332, -1.2227], [6.3675, -0.5863, 3.4782], [5.1904, 0.0131, 3.2521], [5.0623, 0.9209, 2.2194], [6.1187, 1.1869, 1.4409], [3.8460, 1.5389, 1.9947], [3.7724, 2.4033, 0.9864], [2.7391, 1.2819, 2.7954], [1.1880, 2.0622, 2.4357], [2.8998, 0.3628, 3.8261], [1.8746, 0.0534, 4.6245], [4.1026, -0.2768, 4.0536], [4.2308, -1.1631, 5.0539]],
  "forces_ev_per_angstrom": [[0.150, -0.574, 0.319], [0.014, -0.007, -0.009], [0.029, -0.065, -0.029], [0.049, 0.104, 0.056], [-0.011, -0.060, 0.058], [-0.043, -0.004, -0.004], [0.036, 0.000, -0.025], [-0.083, -0.035, -0.026], [-0.027, 0.172, -0.127], [0.024, 0.001, 0.004], [0.003, -0.001, 0.006], [-0.003, -0.003, -0.008], [-0.002, 0.030, 0.022], [0.087, 0.081, -0.074], [-0.013, -0.019, -0.024], [-0.048, 0.028, 0.026], [-0.003, 0.031, -0.048], [0.209, 0.157, -0.123], [-0.062, 0.098, 0.113], [0.002, 0.043, -0.011], [0.006, 0.011, -0.006], [0.006, 0.000, -0.009], [0.005, -0.012, -0.015], [-0.018, -0.008, -0.023], [-0.004, 0.028, 0.031], [0.015, 0.013, -0.019], [-0.016, -0.018, -0.026], [-0.004, 0.005, -0.011], [-0.012, 0.022, 0.002], [-0.067, -0.003, -0.030], [0.043, -0.039, 0.059], [0.058, -0.067, -0.011], [-0.041, 0.030, 0.000], [-0.008, -0.014, -0.027], [-0.007, -0.012, 0.047], [-0.007, -0.009, 0.000], [0.049, 0.000, -0.029], [0.002, -0.017, 0.003], [-0.004, 0.000, 0.004], [0.000, -0.003, 0.004], [0.005, 0.001, 0.005], [0.003, 0.001, 0.000], [-0.007, -0.004, 0.002], [-0.004, 0.002, 0.010], [0.013, -0.005, -0.003], [0.008, -0.018, -0.036], [-0.024, 0.026, -0.020], [0.009, -0.006, 0.016], [0.007, 0.011, 0.003], [0.001, 0.008, -0.006], [0.004, -0.013, 0.007], [-0.003, -0.032, -0.044], [-0.111, -0.048, -0.133], [-0.222, 0.208, 0.143], [0.059, -0.035, 0.016], [-0.033, 0.007, -0.074], [0.007, -0.016, 0.041], [0.033, 0.006, -0.003], [-0.032, 0.021, -0.065], [0.024, -0.011, 0.104], [-0.041, -0.058, -0.038], [-0.048, 0.003, -0.013], [-0.010, -0.022, -0.016], [0.072, 0.053, 0.051], [-0.034, 0.055, -0.024], [0.020, -0.020, 0.036]]
}


Record 4
{
  "formula": "C8H15BN2O4S",
  "method": "wB97M-V/def2-TZVPD",
  "mol_weight_g_mol": 246.10,
  "lumo_ev": 0.5,
  "homo_lumo_gap_ev": 8.702,
  "smiles": "N[C@@H](CC(=O)O)C(=S)N1CCC[C@H]1B(O)O",
  "symbols": ["N", "C", "C", "C", "O", "O", "C", "S", "N", "C", "C", "C", "C", "B", "O", "O", "H", "H", "H", "H", "H", "H", "H", "H", "H", "H", "H", "H", "H", "H", "H"],
  "xyz": [[-1.5019, -1.4012, -1.1702], [-0.1213, -0.9173, -1.6456], [-0.3969, 0.4647, -2.3235], [0.7545, 1.0710, -3.1178], [1.4777, 0.2980, -3.6922], [1.0187, 2.4352, -2.9985], [0.9171, -0.9740, -0.5099], [2.4376, -1.4620, -0.8442], [0.5207, -0.6108, 0.7589], [1.3125, -1.0837, 1.9150], [0.5195, -0.7680, 3.1598], [-0.9167, -0.3958, 2.6899], [-0.8141, -0.0618, 1.2173], [-0.7001, 1.4245, 0.6499], [0.5143, 2.0933, 0.5415], [-1.7532, 2.1763, 0.2513], [-1.5462, -2.3950, -1.0286], [-2.1744, -1.3468, -1.8729], [0.1885, -1.5744, -2.5085], [-1.3162, 0.3543, -2.9056], [-0.7885, 1.1508, -1.5925], [1.8198, 2.5765, -3.5370], [1.4985, -2.1729, 1.7718], [2.2522, -0.5712, 1.8607], [0.9738, 0.1006, 3.6160], [0.4571, -1.5806, 3.9341], [-1.3152, 0.4407, 3.2697], [-1.5809, -1.1823, 2.8109], [-1.6115, -0.6449, 0.6416], [1.3291, 1.5117, 0.5853], [-1.4543, 3.0450, 0.0729]],
  "forces_ev_per_angstrom": [[1.874, 0.001, 0.566], [-1.640, -0.817, -1.444], [-0.613, 0.744, 0.940], [0.698, -0.727, 0.788], [0.062, 1.050, -0.518], [-0.587, -1.820, -0.358], [-1.485, 0.745, 0.985], [0.569, -0.294, -0.110], [-0.202, -1.577, -0.351], [-0.166, -1.021, -0.890], [-0.895, -0.029, 0.665], [1.553, 1.719, 0.237], [-0.306, -0.516, -2.499], [0.673, 0.551, 0.945], [1.172, -1.283, 0.027], [-1.214, -1.388, 0.564], [0.871, -0.583, 0.520], [-1.154, 0.960, -1.770], [0.318, 0.566, 1.263], [0.441, -0.222, -0.666], [0.280, 0.488, 0.363], [-0.242, -0.050, 0.176], [0.051, 0.653, 0.077], [0.739, 0.012, 0.319], [0.022, 0.185, 0.386], [0.376, 0.670, -0.907], [0.076, -0.044, -0.014], [-1.160, -1.649, 0.294], [1.055, 1.196, 0.836], [-1.554, 0.945, 0.073], [0.387, 1.536, -0.497]]
}


Record 5
{
  "formula": "C4H14N2O2",
  "method": "wB97M-V/def2-TZVPD",
  "total_charge": 1,
  "mol_weight_g_mol": 122.17,
  "s2": 0.7544,
  "lumo_ev": [-2.9, -7.9],
  "homo_lumo_gap_ev": [10.093, 5.131],
  "spin_multiplicity": 2,
  "symbols": ["C", "N", "C", "O", "C", "N", "C", "H", "H", "H", "H", "H", "H", "H", "H", "H", "H", "H", "H", "H", "H", "O"],
  "xyz": [[-0.6855, 0.6164, 0.4112], [-0.5782, 1.4486, -0.8079], [0.2106, 2.6306, -0.5456], [1.4555, 2.2731, -0.1691], [-0.7512, -0.9366, -0.0662], [0.4627, -1.3976, -0.7182], [0.3926, -1.9572, -2.0364], [-1.6361, 0.8087, 0.8478], [0.0893, 0.6764, 1.2422], [-0.3213, 0.8948, -1.6230], [0.2694, 3.4118, -1.2747], [-0.1577, 3.2205, 0.3481], [2.1802, 2.1359, -0.7271], [-0.9840, -1.5280, 0.8595], [-1.6023, -1.2543, -0.6463], [1.2272, -0.7949, -0.7553], [0.4600, -3.0533, -1.9285], [0.9790, -1.7258, -2.9196], [-0.6409, -1.8765, -2.4949], [-0.4619, -1.7651, 4.1641], [-0.5775, -3.0685, 3.4370], [-0.5822, -2.0927, 3.3659]],
  "forces_ev_per_angstrom": [[0.758, -1.986, -1.067], [-0.393, 0.079, 0.754], [-0.845, 0.953, 0.716], [1.665, -0.655, 3.354], [0.162, 0.254, 1.997], [-2.150, 0.833, -2.166], [-3.029, -2.416, -1.248], [-0.826, -0.014, 0.591], [-0.520, 0.245, -1.443], [0.203, 0.672, 0.172], [-0.575, -0.114, -1.357], [-0.327, -1.117, -0.788], [0.994, 0.177, -2.014], [0.839, 0.338, -0.083], [-0.199, 0.401, -0.767], [2.038, 1.407, 1.488], [0.192, -0.032, 0.042], [1.316, 0.876, 0.916], [0.707, 0.086, 1.057], [0.879, 2.332, 5.982], [-0.001, 0.917, 0.141], [-0.887, -3.234, -6.276]]
}